(1)
Density functional theory data (wB97M-V/def2-TZVPD) for a structure of composition C5H11NS2.

Last column: natural (NBO) charge in e.
Element x y z (Å)
C 3.492 -0.473 0.968  -0.63
C 3.109 0.060 -0.389  -0.40
C 1.547 0.627 -0.765  -0.59
C -1.042 -0.107 -0.087  -0.34
C -2.265 -1.094 -0.075  -0.28
H 4.749 -0.529 1.026  0.22
H 3.134 0.221 1.773  0.23
H 3.074 -1.540 0.916  0.22
H 3.547 -0.627 -1.281  0.20
H 3.731 0.831 -0.632  0.21
H 1.299 1.624 -0.097  0.26
H 1.209 1.207 -1.667  0.27
H -1.888 -1.733 0.825  0.20
H -1.970 -1.879 -0.873  0.23
H -4.134 -0.481 -0.893  0.36
H -3.526 0.176 0.903  0.41
N -3.559 -0.692 0.236  -0.82
S 0.406 -0.732 -0.226  0.43
S -1.241 1.575 0.253  -0.18

As for the lowest unoccupied orbital energy: -0.0037 Eh. As for the spin multiplicity: 1. The orbital gap is 0.304 Ha. The value obtained for the relative energy (zero: lowest compared OMol25 entry of this formula, charge and spin) is 107.68 kcal/mol. As for the max |F|: 0.1306 hartree/bohr.

***

(2)
Density functional theory data (wB97M-V/def2-TZVPD) for an isolated molecule of C2H2O3.

Last column: natural (NBO) charge in e.
Element x y z (Å)
C 0.219 -0.149 -0.301  -0.12
C -0.747 -0.500 -1.437  0.70
O 1.305 -0.661 -0.821  -0.62
O -0.665 -0.154 -2.692  -0.17
O -1.100 -1.463 -2.245  -0.16
H 0.366 0.905 -0.129  0.18
H 0.063 -0.475 0.712  0.19

As for the lowest unoccupied orbital energy (spin up / spin down): -0.0403 / -0.0410 Eh. As for the spin multiplicity: 1. The orbital gap (spin up / spin down) is 0.300 / 0.299 Ha. The value obtained for the relative energy (zero: lowest compared OMol25 entry of this formula, charge and spin) is 173.98 kcal/mol. As for the max |F|: 0.0591 hartree/bohr.